[1]
The following is a DFT calculation (the ωB97M-V functional and the def2-TZVPD basis) of a molecular structure, C57H51Cl3N4O6SSn.

```
123
Properties=species:S:1:pos:R:3
Sn -0.754 0.869 0.575
C -5.344 1.741 -3.826
C -3.894 1.840 -4.282
N -3.029 2.411 -3.249
C -2.911 3.868 -3.250
C -1.739 4.380 -4.087
C -2.387 1.600 -2.383
S -1.146 2.397 -1.442
N -2.670 0.322 -2.471
C -2.347 -0.720 -1.719
O -1.870 -0.742 -0.557
C -2.697 -2.047 -2.310
C -3.576 -2.149 -3.384
C -3.929 -3.391 -3.886
C -3.407 -4.544 -3.314
C -2.537 -4.449 -2.237
C -2.185 -3.206 -1.737
H -5.943 1.238 -4.586
H -5.768 2.731 -3.650
H -5.403 1.170 -2.899
H -3.808 2.473 -5.167
H -3.512 0.852 -4.520
H -2.797 4.210 -2.223
H -3.848 4.260 -3.646
H -0.795 4.093 -3.627
H -1.787 5.469 -4.136
H -1.774 3.981 -5.102
H -3.993 -1.247 -3.809
H -4.616 -3.463 -4.720
H -3.681 -5.517 -3.704
H -2.135 -5.348 -1.788
H -1.500 -3.130 -0.903
C 4.515 -3.638 0.692
C 3.100 -3.164 0.968
C 2.313 -4.249 1.708
O 2.439 -2.845 -0.250
C 1.624 -1.694 -0.064
C 1.950 -1.269 1.393
O 3.147 -1.964 1.694
C 2.001 0.190 1.909
O 0.698 0.661 2.107
C 2.921 1.138 1.143
C 2.488 2.409 0.786
C 3.335 3.291 0.130
C 4.645 2.930 -0.138
C 5.101 1.679 0.251
C 4.243 0.786 0.876
C 2.520 0.059 3.384
C 3.667 0.684 3.860
C 4.092 0.474 5.170
C 3.360 -0.330 6.026
C 2.180 -0.907 5.575
C 1.759 -0.704 4.271
C 1.634 -0.656 -1.209
O 0.906 0.446 -0.725
C 0.951 -1.267 -2.466
C 0.268 -0.401 -3.316
C -0.357 -0.865 -4.464
C -0.290 -2.211 -4.797
C 0.408 -3.078 -3.972
C 1.017 -2.616 -2.810
C 2.990 -0.187 -1.771
C 3.034 1.071 -2.369
C 4.176 1.507 -3.022
C 5.309 0.708 -3.065
C 5.279 -0.540 -2.460
C 4.122 -0.996 -1.843
H 4.509 -4.315 -0.161
H 4.899 -4.159 1.568
H 5.157 -2.784 0.478
H 2.470 -5.206 1.210
H 1.244 -4.027 1.702
H 2.663 -4.310 2.739
H 0.565 -2.004 -0.075
H 1.142 -1.708 1.988
H 1.473 2.711 1.013
H 2.967 4.267 -0.167
H 5.305 3.613 -0.658
H 6.127 1.393 0.061
H 4.603 -0.186 1.181
H 4.250 1.328 3.220
H 5.005 0.945 5.514
H 3.697 -0.498 7.042
H 1.581 -1.516 6.243
H 0.821 -1.135 3.944
H 0.217 0.648 -3.060
H -0.887 -0.164 -5.099
H -0.771 -2.583 -5.693
H 0.486 -4.125 -4.240
H 1.558 -3.307 -2.180
H 2.164 1.712 -2.302
H 4.182 2.478 -3.504
H 6.210 1.057 -3.556
H 6.158 -1.175 -2.475
H 4.105 -1.986 -1.420
Cl -5.908 1.671 0.888
C -4.728 2.361 1.946
C -5.138 3.107 3.058
C -4.214 3.659 3.903
Cl -4.753 4.637 5.234
C -2.831 3.462 3.685
C -1.810 3.947 4.532
C -0.502 3.678 4.242
C -0.191 2.899 3.115
N -1.118 2.461 2.284
C -2.428 2.739 2.542
C -3.385 2.189 1.622
O -2.954 1.566 0.592
H -6.195 3.238 3.248
H -2.084 4.515 5.411
H 0.295 4.043 4.873
H 0.824 2.610 2.900
Cl -4.922 -1.067 4.921
C -3.545 -1.550 4.000
C -2.990 -2.807 4.158
C -1.900 -3.140 3.368
C -1.424 -2.209 2.463
N -1.942 -0.988 2.340
C -2.988 -0.662 3.093
H -3.403 -3.503 4.876
H -1.429 -4.109 3.453
H -0.596 -2.446 1.805
H -3.405 0.329 2.972
```

Computed properties:
HOMO-LUMO gap = 0.25879 Ha
HOMO level = -7.748 eV
Energy above the lowest of the compared OMol25 structures with the same formula, charge and spin = 40.07 kcal/mol
Lowest unoccupied orbital energy = -0.71 eV

Mulliken population analysis, charges in e, atoms 1 to 6: Sn 1.545; C -1.249; C -0.487; N 0.349; C -0.944; C -0.986


[2]
The following is a DFT calculation (the ωB97M-V functional and the def2-TZVPD basis) of a molecular structure, C57H51CoN3O5P2Si.

```
120
Properties=species:S:1:pos:R:3
Co -0.548 -0.660 0.557
O 4.074 -5.195 2.067
C 2.973 -5.545 1.611
O 2.541 -6.633 1.212
C 1.960 -4.375 1.486
C 2.165 -3.194 2.195
C 1.310 -2.132 1.978
N 0.313 -2.233 1.095
C 0.090 -3.359 0.412
C 0.889 -4.470 0.604
C -1.032 -3.191 -0.538
C -1.643 -4.214 -1.243
C -2.711 -3.907 -2.072
C -3.134 -2.589 -2.176
C -2.472 -1.618 -1.444
N -1.454 -1.912 -0.646
C 1.394 -0.769 2.548
C 2.246 -0.393 3.572
C 2.262 0.935 3.975
C 1.422 1.844 3.350
C 0.573 1.389 2.353
N 0.560 0.120 1.965
H 3.031 -3.128 2.840
H 0.744 -5.401 0.072
H -1.291 -5.229 -1.128
H -3.211 -4.690 -2.627
H -3.966 -2.314 -2.808
H -2.741 -0.572 -1.476
H 2.879 -1.131 4.043
H 2.919 1.254 4.773
H 1.400 2.884 3.641
H -0.136 2.040 1.858
O 2.149 -0.700 -0.368
P 3.081 -0.437 -1.495
C 2.269 0.203 -2.997
P 0.644 1.030 -2.774
O -0.231 0.438 -1.733
C -0.034 0.905 -4.442
C 0.605 1.458 -5.551
C 0.067 1.287 -6.816
C -1.103 0.557 -6.981
C -1.732 -0.008 -5.882
C -1.200 0.167 -4.612
C 1.019 2.759 -2.429
C 1.719 3.006 -1.247
C 1.993 4.305 -0.859
C 1.557 5.366 -1.643
C 0.838 5.127 -2.803
C 0.564 3.824 -3.199
C 3.963 -1.915 -2.023
C 4.170 -2.883 -1.041
C 4.823 -4.066 -1.348
C 5.282 -4.275 -2.642
C 5.094 -3.309 -3.621
C 4.433 -2.129 -3.316
C 4.319 0.796 -1.039
C 5.230 1.322 -1.952
C 6.155 2.267 -1.540
C 6.179 2.683 -0.215
C 5.282 2.152 0.700
C 4.352 1.208 0.290
H 2.062 -0.657 -3.639
H 2.932 0.885 -3.535
H 1.522 2.021 -5.428
H 0.562 1.724 -7.673
H -1.522 0.428 -7.970
H -2.637 -0.586 -6.012
H -1.679 -0.264 -3.742
H 2.033 2.175 -0.625
H 2.541 4.494 0.054
H 1.772 6.383 -1.344
H 0.482 5.957 -3.400
H -0.008 3.644 -4.099
H 3.800 -2.711 -0.039
H 4.957 -4.819 -0.582
H 5.786 -5.200 -2.890
H 5.454 -3.478 -4.627
H 4.284 -1.385 -4.090
H 5.227 0.985 -2.982
H 6.860 2.677 -2.251
H 6.904 3.421 0.103
H 5.307 2.471 1.734
H 3.639 0.785 0.988
C -4.288 2.889 0.340
C -4.708 1.599 1.055
C -5.839 1.886 2.052
C -5.249 0.639 -0.010
Si -3.234 0.767 1.932
O -2.038 0.476 0.912
C -2.634 1.774 3.434
C -2.901 3.120 3.694
C -2.420 3.755 4.834
C -1.651 3.053 5.749
C -1.368 1.714 5.516
C -1.857 1.092 4.379
C -3.870 -0.825 2.747
C -4.574 -0.814 3.954
C -4.998 -1.990 4.556
C -4.713 -3.215 3.969
C -4.014 -3.254 2.772
C -3.604 -2.070 2.173
H -5.130 3.289 -0.236
H -3.464 2.700 -0.351
H -3.967 3.671 1.027
H -6.627 2.473 1.567
H -5.498 2.446 2.925
H -6.289 0.958 2.411
H -6.167 1.047 -0.447
H -5.484 -0.344 0.406
H -4.529 0.507 -0.817
H -3.500 3.698 3.004
H -2.655 4.798 5.008
H -1.287 3.542 6.645
H -0.773 1.154 6.227
H -1.643 0.038 4.225
H -4.785 0.131 4.443
H -5.543 -1.952 5.491
H -5.031 -4.134 4.445
H -3.781 -4.206 2.311
H -3.060 -2.109 1.238
```

Computed properties:
HOMO-LUMO gap (spin up / spin down) = 0.26717 / 0.26899 Ha
2S+1 = 2
Expectation value of S² = 0.815
HOMO level (spin up / spin down) = -7.877 / -7.873 eV
Lowest unoccupied orbital energy (spin up / spin down) = -0.61 / -0.55 eV

Mulliken population analysis, charges in e, atoms 1 to 6: Co 0.257; O -0.737; C 0.348; O -0.746; C -0.369; C -0.610


[3]
The following is a DFT calculation (the ωB97M-V functional and the def2-TZVPD basis) of a molecular structure, C57H51N8O3PSTi.

```
122
Properties=species:S:1:pos:R:3
Ti -0.049 0.098 0.084
C -5.318 -0.040 0.596
N -4.063 -0.378 -0.070
C -2.951 0.373 -0.146
N -2.008 -0.280 -0.837
C -2.561 -1.478 -1.242
C -3.842 -1.553 -0.752
C -4.884 -2.592 -0.854
C -5.159 -3.399 0.248
C -6.130 -4.385 0.157
C -6.823 -4.569 -1.033
C -6.549 -3.765 -2.132
C -5.582 -2.776 -2.044
C -1.865 -2.414 -2.141
C -0.835 -1.957 -2.961
C -0.182 -2.824 -3.824
C -0.567 -4.156 -3.897
C -1.601 -4.617 -3.093
C -2.241 -3.758 -2.214
P -2.868 2.069 0.558
C -1.596 2.676 -0.577
N -0.557 1.945 -0.960
C 0.176 2.703 -1.838
C -0.429 3.930 -1.962
N -1.550 3.890 -1.161
C -2.534 4.958 -1.018
C -0.050 5.100 -2.769
C 0.141 4.962 -4.142
C 0.514 6.058 -4.904
C 0.698 7.295 -4.302
C 0.514 7.436 -2.933
C 0.144 6.342 -2.168
C 1.313 2.193 -2.632
C 2.625 2.562 -2.357
C 3.649 2.160 -3.203
C 3.367 1.404 -4.332
C 2.058 1.029 -4.610
C 1.035 1.417 -3.758
C -1.767 1.763 1.975
N -0.561 1.210 1.877
C -0.030 1.159 3.148
C -0.947 1.695 4.019
N -2.032 2.075 3.259
C -3.215 2.770 3.758
C -0.853 1.896 5.472
C -1.838 1.410 6.329
C -1.719 1.589 7.698
C -0.614 2.248 8.218
C 0.374 2.726 7.369
C 0.257 2.552 5.999
C 1.285 0.580 3.489
C 2.465 1.143 3.013
C 3.689 0.595 3.367
C 3.740 -0.507 4.209
C 2.565 -1.060 4.703
C 1.341 -0.518 4.346
H -5.382 1.038 0.718
H -5.367 -0.525 1.569
H -6.146 -0.384 -0.017
H -4.596 -3.263 1.166
H -6.348 -5.010 1.013
H -7.582 -5.336 -1.102
H -7.092 -3.908 -3.056
H -5.360 -2.150 -2.900
H -0.545 -0.916 -2.931
H 0.614 -2.452 -4.456
H -0.072 -4.827 -4.586
H -1.913 -5.652 -3.152
H -3.032 -4.136 -1.582
H -2.621 5.483 -1.965
H -2.229 5.662 -0.246
H -3.496 4.524 -0.757
H -0.004 3.998 -4.612
H 0.659 5.946 -5.969
H 0.989 8.148 -4.899
H 0.668 8.396 -2.460
H 0.030 6.451 -1.096
H 2.844 3.161 -1.483
H 4.668 2.447 -2.983
H 4.167 1.110 -4.999
H 1.834 0.453 -5.499
H 0.007 1.169 -3.994
H -2.916 3.431 4.568
H -3.950 2.060 4.130
H -3.651 3.358 2.955
H -2.689 0.869 5.932
H -2.485 1.207 8.360
H -0.521 2.386 9.287
H 1.237 3.238 7.773
H 1.027 2.924 5.335
H 2.429 2.006 2.362
H 4.600 1.034 2.984
H 4.696 -0.927 4.492
H 2.603 -1.910 5.371
H 0.422 -0.946 4.728
C 2.924 -2.054 0.512
C 2.434 -1.098 -0.569
C 3.065 -1.364 -1.920
O 0.994 -1.173 -0.687
C 2.721 0.333 -0.096
O 3.813 0.803 0.006
O 1.589 0.970 0.235
H 2.789 -3.092 0.200
H 2.405 -1.883 1.460
H 3.989 -1.887 0.671
H 2.865 -2.391 -2.233
H 4.142 -1.220 -1.844
H 2.673 -0.679 -2.670
H 0.497 -2.821 -0.280
C -2.595 -6.256 2.055
C -1.644 -5.317 1.397
C -0.737 -5.777 0.425
C 0.048 -4.850 -0.188
N -0.038 -3.562 0.193
C -0.884 -3.165 1.166
S -0.867 -1.538 1.765
N -1.701 -4.035 1.751
H -2.059 -7.104 2.483
H -3.289 -6.657 1.312
H -3.153 -5.745 2.834
H -0.683 -6.820 0.150
H 0.748 -5.075 -0.980
```

Computed properties:
HOMO-LUMO gap = 0.26395 Ha
Total charge = +2
HOMO level = -12.709 eV
Energy above the lowest of the compared OMol25 structures with the same formula, charge and spin = 0.00 kcal/mol
Lowest unoccupied orbital energy = -5.53 eV

Mulliken population analysis, charges in e, atoms 1 to 6: Ti -0.748; C -0.988; N 0.655; C -0.549; N 0.573; C -0.555


[4]
The following is a DFT calculation (the ωB97M-V functional and the def2-TZVPD basis) of 9 unconnected molecules or ions with the total composition C57H52BrINO16PS.

```
130
Properties=species:S:1:pos:R:3
C 1.514 -2.893 -3.548
C 1.396 -4.114 -4.439
P 1.996 -5.770 -3.609
Br -0.110 -6.656 -3.918
I 4.213 -4.631 -3.344
C 2.816 -7.147 -4.684
C 3.368 -6.541 -6.110
C 4.987 -6.708 -6.344
S 5.503 -8.498 -6.717
C 1.773 -5.928 -1.683
C 2.842 -7.058 -1.171
C 3.526 -6.764 0.289
C 4.052 -5.228 0.518
N 4.745 -5.191 1.888
H 1.243 -3.096 -2.405
H 1.885 -1.846 -3.931
H 1.015 -4.060 -5.546
H 3.648 -7.739 -4.105
H 1.966 -7.938 -4.939
H 3.136 -5.383 -6.230
H 2.825 -7.066 -7.033
H 5.263 -6.074 -7.305
H 5.650 -6.373 -5.431
H 6.259 -8.951 -5.590
H 0.676 -6.335 -1.500
H 1.835 -4.894 -1.140
H 3.689 -7.321 -1.963
H 2.222 -8.071 -1.048
H 2.852 -7.125 1.206
H 4.497 -7.457 0.345
H 4.764 -4.834 -0.323
H 3.073 -4.558 0.647
H 5.630 -4.633 1.726
H 5.005 -6.186 2.065
O 1.582 -1.919 -0.615
C 1.147 -0.829 -0.270
C -0.304 -0.557 -0.242
C -0.779 0.635 0.133
C 0.125 1.729 0.537
O -0.310 2.819 0.882
C 1.576 1.457 0.509
C 2.051 0.266 0.134
H -0.955 -1.370 -0.540
H -1.840 0.851 0.158
H 2.227 2.271 0.807
H 3.112 0.049 0.109
O -1.127 2.945 7.030
C -0.922 2.140 6.132
C -1.686 0.880 6.042
C -1.460 0.000 5.062
C -0.438 0.251 4.026
O -0.233 -0.554 3.128
C 0.326 1.511 4.116
C 0.100 2.390 5.097
H -2.433 0.711 6.809
H -2.011 -0.929 4.982
H 1.073 1.679 3.350
H 0.651 3.320 5.177
O 2.081 4.286 5.861
C 2.384 5.357 5.352
C 2.732 6.528 6.181
C 3.061 7.698 5.624
C 3.091 7.869 4.158
O 3.393 8.940 3.650
C 2.742 6.698 3.330
C 2.413 5.528 3.886
H 2.706 6.386 7.255
H 3.318 8.567 6.217
H 2.768 6.840 2.256
H 2.156 4.659 3.293
O -8.624 1.953 -0.246
C -7.454 1.621 -0.382
C -6.529 2.402 -1.226
C -5.252 2.037 -1.376
C -4.711 0.839 -0.704
O -3.542 0.507 -0.840
C -5.637 0.058 0.140
C -6.914 0.422 0.290
H -6.940 3.279 -1.712
H -4.560 2.599 -1.992
H -5.225 -0.819 0.626
H -7.606 -0.139 0.906
O -5.207 3.495 1.108
C -5.643 4.585 1.453
C -7.094 4.857 1.481
C -7.569 6.048 1.856
C -6.664 7.143 2.259
O -7.100 8.233 2.604
C -5.213 6.871 2.232
C -4.738 5.679 1.857
H -7.744 4.043 1.182
H -8.630 6.265 1.881
H -4.563 7.684 2.530
H -3.677 5.463 1.831
O -7.570 7.416 -0.821
C -8.393 8.200 -1.273
C -8.291 9.651 -1.019
C -9.192 10.506 -1.511
C -10.327 10.038 -2.331
O -11.151 10.821 -2.783
C -10.429 8.587 -2.585
C -9.528 7.732 -2.093
H -7.453 9.979 -0.416
H -9.133 11.573 -1.334
H -11.268 8.259 -3.188
H -9.588 6.665 -2.270
O 7.955 -4.840 5.838
C 6.808 -5.026 6.221
C 6.494 -5.178 7.656
C 5.241 -5.383 8.073
C 4.117 -5.464 7.119
O 2.970 -5.649 7.503
C 4.431 -5.311 5.685
C 5.684 -5.107 5.267
H 7.329 -5.116 8.343
H 4.993 -5.498 9.122
H 3.596 -5.374 4.998
H 5.932 -4.992 4.219
O 6.787 -1.899 -9.034
C 5.640 -2.085 -8.651
C 5.326 -2.237 -7.217
C 4.073 -2.442 -6.799
C 2.949 -2.523 -7.753
O 1.802 -2.708 -7.370
C 3.263 -2.370 -9.187
C 4.516 -2.166 -9.605
H 6.161 -2.175 -6.529
H 3.826 -2.557 -5.751
H 2.428 -2.433 -9.875
H 4.764 -2.051 -10.653
```

Computed properties:
HOMO-LUMO gap = 0.22395 Ha
HOMO level = -8.044 eV
SMILES string = C=CP(Br)(I)(CCCS)CCCCN.O=C1C=CC(=O)C=C1.O=C1C=CC(=O)C=C1.O=C1C=CC(=O)C=C1.O=C1C=CC(=O)C=C1.O=C1C=CC(=O)C=C1.O=C1C=CC(=O)C=C1.O=C1C=CC(=O)C=C1.O=C1C=CC(=O)C=C1
Lowest unoccupied orbital energy = -1.95 eV

Mulliken population analysis, charges in e, atoms 1 to 6: C -0.361; C -0.225; P 0.211; Br -0.455; I -0.170; C -0.613